Entry 1:
The following is a DFT calculation (ωB97M-V with the def2-TZVPD basis set) of C19H12F7N7O2S in the gas phase.

Output
ΔE to the lowest compared entry with this formula, charge and spin in kJ/mol: 0.0
Max |F| in Eh/bohr: 0.1268
Kohn-Sham gap in eV: 7.4663
Structure (SMILES): C[S@](=N)(=O)c1ncc(NC(=O)c2cnn(-c3ccc(F)c4nccn34)c2C(F)(F)F)cc1C(F)(F)F
HOMO energy in Eh: -0.31037

The geometry in XYZ format:
```
48
Properties=species:S:1:pos:R:3:nbo_charge:R:1
C 4.923 2.827 4.861 -0.846
S 4.475 1.111 5.036 1.831
N 3.910 0.901 6.682 -1.045
O 5.717 0.352 4.933 -0.902
C 3.200 0.868 3.708 -0.030
N 1.970 1.327 4.025 -0.385
C 0.941 1.235 3.164 0.042
C 1.111 0.629 1.909 0.130
N 0.118 0.463 0.949 -0.594
C -1.189 0.920 0.920 0.679
O -1.627 1.660 1.799 -0.588
C -2.112 0.525 -0.195 -0.197
C -3.516 0.853 -0.067 0.007
N -4.156 0.447 -1.164 -0.186
N -3.203 -0.077 -1.976 -0.177
C -3.509 -0.568 -3.274 0.319
C -4.180 0.295 -4.160 -0.203
C -4.536 -0.133 -5.488 -0.296
C -4.322 -1.425 -5.915 0.417
F -4.770 -1.778 -7.165 -0.299
C -3.624 -2.374 -4.991 0.270
N -3.324 -3.650 -5.095 -0.439
C -2.761 -4.014 -3.891 -0.044
C -2.706 -2.952 -3.029 -0.137
N -3.225 -1.880 -3.747 -0.324
C -1.900 -0.034 -1.399 0.031
C -0.577 -0.400 -2.024 0.974
F 0.214 0.740 -1.984 -0.323
F 0.050 -1.314 -1.205 -0.325
F -0.604 -0.857 -3.274 -0.277
C 2.371 0.137 1.589 -0.164
C 3.452 0.279 2.469 -0.142
C 4.858 -0.141 2.022 0.986
F 4.889 -0.225 0.659 -0.329
F 5.265 -1.375 2.521 -0.309
F 5.805 0.812 2.306 -0.314
H 5.433 2.891 3.891 0.240
H 3.975 3.410 4.893 0.247
H 5.584 3.184 5.651 0.273
H 2.894 0.865 6.693 0.345
H -0.020 1.606 3.458 0.244
H 0.370 -0.030 0.114 0.409
H -3.964 1.370 0.741 0.248
H -4.512 1.266 -3.806 0.245
H -5.035 0.574 -6.159 0.246
H -2.414 -5.005 -3.622 0.219
H -2.256 -2.960 -2.016 0.235
H 2.518 -0.355 0.651 0.237
```

---

Entry 2:
The following is a DFT calculation (ωB97M-V with the def2-TZVPD basis set) of C20H26N2O3S in the gas phase.

Output
ΔE to the lowest compared entry with this formula, charge and spin in kJ/mol: 61.7
Max |F| in Eh/bohr: 0.0167
Kohn-Sham gap in eV: 8.2402
Structure (SMILES): Cc1ccc(NC(=O)CCCCCNS(=O)(=O)c2ccc(C)cc2)cc1
HOMO energy in Eh: -0.28604

The geometry in XYZ format:
```
52
Properties=species:S:1:pos:R:3:nbo_charge:R:1
C -4.035 -1.960 -3.644 -0.622
C -3.581 -0.948 -2.634 -0.043
C -2.263 -0.509 -2.601 -0.194
C -1.845 0.411 -1.660 -0.256
C -2.740 0.911 -0.717 0.219
N -2.253 1.846 0.204 -0.632
C -2.905 2.434 1.242 0.681
O -4.074 2.260 1.515 -0.620
C -2.025 3.367 2.066 -0.483
C -1.378 2.619 3.240 -0.379
C -0.469 1.504 2.732 -0.439
C 0.471 0.923 3.784 -0.394
C 1.293 -0.222 3.184 -0.227
N 2.007 0.140 1.975 -0.865
S 1.222 -0.009 0.499 2.312
O 0.993 1.301 -0.067 -0.970
O 0.102 -0.884 0.663 -0.931
C 2.490 -0.820 -0.451 -0.358
C 2.577 -2.198 -0.409 -0.122
C 3.586 -2.833 -1.110 -0.219
C 4.508 -2.098 -1.850 0.010
C 5.585 -2.795 -2.623 -0.632
C 4.397 -0.712 -1.881 -0.216
C 3.389 -0.070 -1.182 -0.170
C -4.062 0.477 -0.741 -0.251
C -4.466 -0.441 -1.692 -0.202
H -5.039 -1.730 -3.997 0.214
H -4.058 -2.954 -3.195 0.215
H -3.360 -1.989 -4.496 0.211
H -1.554 -0.890 -3.322 0.204
H -0.816 0.739 -1.640 0.218
H -1.258 2.009 0.113 0.417
H -2.665 4.160 2.456 0.234
H -1.250 3.811 1.440 0.202
H -0.796 3.330 3.832 0.199
H -2.160 2.207 3.880 0.212
H 0.139 1.907 1.921 0.204
H -1.075 0.695 2.321 0.222
H -0.098 0.538 4.632 0.212
H 1.143 1.703 4.154 0.189
H 0.632 -1.040 2.894 0.227
H 2.023 -0.594 3.911 0.201
H 2.483 1.027 2.041 0.397
H 1.846 -2.747 0.162 0.231
H 3.661 -3.910 -1.086 0.215
H 6.427 -2.132 -2.802 0.219
H 5.933 -3.677 -2.092 0.221
H 5.196 -3.117 -3.589 0.228
H 5.103 -0.132 -2.456 0.216
H 3.281 1.003 -1.203 0.236
H -4.762 0.858 -0.018 0.252
H -5.496 -0.770 -1.701 0.206
```

---

Entry 3:
The following is a DFT calculation (ωB97M-V with the def2-TZVPD basis set) of C51H57Cl2IN6PPdSi as an isolated structure.

Output
2S+1: 5
Max |F| in Eh/bohr: 0.0145
Kohn-Sham gap (spin up / spin down) in eV: 6.4299 / 5.1357
Charge: +3
HOMO energy (spin up / spin down) in Eh: -0.52448 / -0.56936

The geometry in XYZ format:
```
120
Properties=species:S:1:pos:R:3:lowdin_spin:R:1
Pd 0.639 -1.027 -0.204 0.743
I -0.531 -1.580 2.033 0.144
C 1.463 -4.271 2.197 0.185
C 1.345 -4.503 3.573 0.083
C 2.259 -5.355 4.180 0.048
C 3.293 -5.992 3.467 0.201
C 3.428 -5.795 2.076 0.007
C 4.358 -6.360 1.193 0.153
C 4.303 -6.034 -0.176 0.059
C 3.367 -5.152 -0.706 0.068
C 2.430 -4.566 0.151 0.159
P 2.479 -1.784 -1.385 0.499
C 4.162 -1.583 -0.847 0.062
C 4.445 -0.526 0.026 0.048
C 5.736 -0.304 0.471 -0.004
C 6.769 -1.130 0.047 0.053
C 6.502 -2.187 -0.818 -0.003
C 5.212 -2.417 -1.260 0.047
C 2.420 -2.477 -3.019 0.053
C 3.482 -2.310 -3.922 0.055
C 3.376 -2.783 -5.218 -0.005
C 2.212 -3.417 -5.641 0.063
C 1.146 -3.567 -4.761 -0.004
C 1.247 -3.098 -3.462 0.050
C 2.500 -4.914 1.504 0.009
H 0.568 -4.032 4.161 0.001
H 2.183 -5.548 5.241 0.000
H 3.976 -6.641 4.001 0.007
H 5.111 -7.056 1.540 0.006
H 5.017 -6.507 -0.837 0.001
H 3.358 -4.960 -1.772 0.000
H 3.650 0.137 0.332 0.003
H 5.941 0.514 1.149 -0.001
H 7.780 -0.952 0.385 0.003
H 7.305 -2.832 -1.148 -0.001
H 5.024 -3.254 -1.919 0.001
H 4.375 -1.775 -3.626 0.002
H 4.201 -2.651 -5.905 -0.001
H 2.137 -3.790 -6.653 0.003
H 0.240 -4.063 -5.084 -0.001
H 0.415 -3.237 -2.785 0.002
C -2.045 -2.139 -1.708 0.002
N -2.229 -0.952 -2.510 0.022
C -3.634 -0.616 -2.757 0.002
C -1.246 -0.131 -2.884 0.027
N -0.083 -0.058 -2.195 0.184
C 0.996 0.578 -2.747 0.180
C 1.375 0.499 -4.101 0.002
C 2.493 1.148 -4.546 0.126
C 3.297 1.920 -3.666 0.065
C 2.971 2.029 -2.349 0.036
C 1.814 1.375 -1.839 0.149
N 1.436 1.394 -0.557 0.203
C 1.628 2.485 0.223 0.031
N 1.560 3.738 -0.286 0.018
C 0.624 4.083 -1.345 0.001
C 2.476 4.798 0.125 0.003
N 1.802 2.357 1.540 0.030
C 2.308 1.145 2.166 0.006
C 1.464 3.433 2.475 0.003
N -1.519 0.669 -3.946 0.025
C -2.243 0.154 -5.105 0.003
C -1.134 2.066 -4.054 0.001
H -2.477 -3.005 -2.214 0.001
H -2.532 -2.016 -0.738 0.001
H -0.992 -2.328 -1.545 -0.001
H -4.188 -0.840 -1.846 0.001
H -4.055 -1.201 -3.575 0.001
H -3.732 0.445 -2.969 0.000
H 0.795 -0.122 -4.771 -0.002
H 2.793 1.052 -5.581 0.006
H 4.185 2.402 -4.050 0.002
H 3.599 2.583 -1.665 -0.001
H -0.174 3.346 -1.362 0.000
H 1.104 4.149 -2.324 0.000
H 0.181 5.052 -1.112 0.000
H 3.248 4.397 0.776 0.000
H 1.961 5.612 0.636 0.000
H 2.955 5.200 -0.770 0.001
H 2.113 0.281 1.539 0.003
H 1.788 0.993 3.110 0.000
H 3.378 1.223 2.370 0.001
H 0.832 4.167 1.987 0.000
H 2.355 3.925 2.866 0.001
H 0.917 2.992 3.306 0.001
H -2.353 -0.925 -5.032 0.000
H -1.659 0.381 -5.999 0.001
H -3.226 0.613 -5.210 0.001
H -0.778 2.426 -3.097 0.002
H -2.018 2.644 -4.326 0.000
H -0.369 2.217 -4.818 -0.001
Cl -2.009 1.571 0.276 0.005
C -3.053 3.014 0.189 0.000
Cl -3.400 3.454 -1.484 0.000
H -2.530 3.834 0.664 0.000
H -3.983 2.786 0.697 0.000
C 4.858 -2.529 5.325 0.012
C 3.597 -1.951 5.403 -0.001
C 2.880 -1.710 4.239 0.011
C 3.436 -2.017 3.001 0.007
C 4.697 -2.592 2.922 0.001
C 5.404 -2.856 4.088 0.008
Si 0.810 -3.588 0.538 0.016
C -0.598 -4.538 -0.204 -0.004
C -0.304 -5.393 -1.272 0.001
C -1.276 -6.225 -1.809 0.001
C -2.554 -6.230 -1.268 -0.001
C -2.856 -5.405 -0.192 0.000
C -1.890 -4.563 0.332 -0.001
H 5.422 -2.720 6.228 0.000
H 3.172 -1.706 6.367 0.000
H 1.886 -1.280 4.297 0.001
H 5.129 -2.834 1.957 0.000
H 6.390 -3.300 4.037 0.000
H 2.878 -1.799 2.095 0.000
H 0.694 -5.426 -1.695 0.002
H -1.030 -6.881 -2.633 0.000
H -3.310 -6.889 -1.675 0.000
H -3.846 -5.425 0.244 0.000
H -2.146 -3.928 1.170 0.001
```

---

Entry 4:
The following is a DFT calculation (ωB97M-V with the def2-TZVPD basis set) of C3H6NO2 in the gas phase.

Output
2S+1: 2
ΔE to the lowest compared entry with this formula, charge and spin in kJ/mol: 73.1
Max |F| in Eh/bohr: 0.0606
Kohn-Sham gap (spin up / spin down) in eV: 11.0156 / 6.3654
HOMO energy (spin up / spin down) in Eh: -0.37151 / -0.36188

The geometry in XYZ format:
```
12
Properties=species:S:1:pos:R:3:nbo_charge:R:1
O -1.281 1.812 1.071 -0.222
C -0.378 1.378 0.343 0.703
O 0.545 2.072 -0.113 -0.612
C -0.456 -0.121 -0.214 -0.112
C 0.295 -0.992 0.785 -0.638
N 0.134 -0.143 -1.535 -0.781
H -1.500 -0.440 -0.300 0.208
H 1.376 -1.084 0.705 0.227
H 0.175 -0.577 1.821 0.228
H -0.146 -1.991 0.849 0.227
H 0.274 0.803 -1.867 0.401
H 0.962 -0.718 -1.544 0.371
```

---

Entry 5:
The following is a DFT calculation (ωB97M-V with the def2-TZVPD basis set) of a 2-piece molecular cluster, C4H13NO overall.

Output
ΔE to the lowest compared entry with this formula, charge and spin in kJ/mol: 79.2
Max |F| in Eh/bohr: 0.0656
Kohn-Sham gap in eV: 9.8443
Structure (SMILES): CC(C)CN.O
HOMO energy in Eh: -0.32387

The geometry in XYZ format:
```
19
Properties=species:S:1:pos:R:3:nbo_charge:R:1
C -0.225 -1.118 2.669 -0.617
C -0.703 -0.470 1.394 -0.234
C -2.116 0.113 1.526 -0.604
C 0.319 0.627 1.007 -0.211
N 0.345 1.002 -0.419 -0.861
H -0.583 -0.476 3.485 0.207
H 0.785 -1.460 2.781 0.220
H -0.795 -2.098 2.736 0.208
H -0.758 -1.071 0.432 0.189
H -2.300 0.909 0.809 0.209
H -2.920 -0.617 1.400 0.210
H -2.137 0.520 2.521 0.196
H 1.331 0.248 1.146 0.181
H 0.240 1.578 1.602 0.185
H -0.179 1.845 -0.629 0.363
H 0.154 0.191 -0.986 0.358
O 1.995 -0.189 -5.190 -0.937
H 2.454 0.541 -4.766 0.470
H 2.562 -0.458 -5.914 0.468
```

---

Entry 6:
The following is a DFT calculation (ωB97M-V with the def2-TZVPD basis set) of C5H6N4O in the gas phase.

Output
ΔE to the lowest compared entry with this formula, charge and spin in kJ/mol: 853.5
Max |F| in Eh/bohr: 0.0499
Kohn-Sham gap in eV: 8.0990
HOMO energy in Eh: -0.31688

The geometry in XYZ format:
```
16
Properties=species:S:1:pos:R:3:nbo_charge:R:1
C 0.674 -0.140 -0.838 0.107
C -1.536 1.046 -1.072 -0.165
C -1.817 0.818 0.202 -0.219
C -0.139 0.888 -1.579 -0.571
C -0.721 0.443 1.149 -0.282
N 0.989 -1.135 1.261 -0.093
N 2.037 -1.673 0.921 0.129
N 0.336 -0.264 0.410 -0.253
N 2.621 -2.656 0.647 0.336
O 3.734 -3.097 0.636 -0.358
H -2.300 1.305 -1.789 0.214
H -2.818 0.876 0.602 0.219
H 0.416 1.827 -1.461 0.250
H -0.127 0.646 -2.644 0.237
H -0.272 1.333 1.610 0.216
H -1.077 -0.216 1.944 0.233
```

---

Entry 7:
The following is a DFT calculation (ωB97M-V with the def2-TZVPD basis set) of C25H17BrF2N5O2SSn as an isolated structure.

Output
ΔE to the lowest compared entry with this formula, charge and spin in kJ/mol: 0.0
Max |F| in Eh/bohr: 0.0028
Kohn-Sham gap in eV: 7.0235
Charge: -1
HOMO energy in Eh: -0.16317

The geometry in XYZ format:
```
54
Properties=species:S:1:pos:R:3:nbo_charge:R:1
Sn -2.356 -0.377 0.236 1.117
N -4.414 -3.472 -2.822 -0.816
C -3.751 -2.840 -1.788 0.279
S -4.611 -1.604 -0.956 -0.385
N -2.536 -3.281 -1.590 -0.471
N -1.867 -2.706 -0.536 -0.262
C -0.818 -3.346 -0.194 0.074
C 0.007 -2.985 0.970 0.166
C 1.391 -3.120 0.897 -0.233
C 2.153 -2.733 1.984 -0.170
C 1.507 -2.247 3.110 -0.264
C 0.122 -2.188 3.098 0.051
N -0.624 -2.557 2.064 -0.399
H -5.156 -2.932 -3.236 0.390
H -3.814 -3.974 -3.460 0.382
H -0.526 -4.213 -0.785 0.185
H 1.855 -3.470 -0.016 0.226
H 3.234 -2.785 1.940 0.219
H 2.062 -1.911 3.976 0.214
H -0.419 -1.820 3.964 0.186
F -1.775 -0.455 -5.326 -0.343
C -1.597 0.269 -4.191 0.421
C -2.017 -0.254 -2.988 -0.324
C -1.847 0.462 -1.807 -0.349
C -1.234 1.727 -1.889 -0.136
C -0.842 2.207 -3.131 0.417
F -0.290 3.448 -3.235 -0.346
C -1.009 1.509 -4.307 -0.380
C -0.991 2.534 -0.670 0.217
C 0.196 3.248 -0.476 -0.233
C 0.355 3.979 0.683 -0.167
C -0.658 3.974 1.634 -0.286
C -1.778 3.205 1.379 0.042
N -1.951 2.510 0.257 -0.444
H -2.462 -1.238 -2.997 0.227
H -0.698 1.918 -5.257 0.229
H 0.979 3.199 -1.217 0.236
H 1.271 4.531 0.857 0.212
H -0.572 4.531 2.558 0.210
H -2.581 3.134 2.106 0.190
Br 4.220 -0.861 -0.595 0.054
C 3.502 0.196 0.813 -0.046
C 4.412 0.635 1.769 -0.260
C 3.972 1.379 2.851 -0.220
C 2.620 1.664 2.985 -0.243
C 1.726 1.198 2.037 -0.112
C 2.145 0.470 0.923 -0.180
C 1.073 0.017 -0.073 0.780
O 1.366 -0.088 -1.257 -0.667
O -0.047 -0.209 0.493 -0.846
H 5.458 0.387 1.657 0.218
H 4.686 1.725 3.589 0.205
H 2.262 2.237 3.832 0.204
H 0.663 1.374 2.139 0.230
```

---

Entry 8:
The following is a DFT calculation (ωB97M-V with the def2-TZVPD basis set) of C3H5BrOS in the gas phase.

Output
ΔE to the lowest compared entry with this formula, charge and spin in kJ/mol: 434.7
Max |F| in Eh/bohr: 0.0670
Kohn-Sham gap (spin up / spin down) in eV: 7.3821 / 7.4571
Structure (SMILES): C=C=[S@](C)(=O)Br
HOMO energy (spin up / spin down) in Eh: -0.34665 / -0.34260

The geometry in XYZ format:
```
11
Properties=species:S:1:pos:R:3:nbo_charge:R:1
C 1.400 1.202 1.490 -0.481
C 0.480 0.337 1.144 -0.178
S 0.435 -1.203 0.187 1.507
C -1.082 -0.967 -0.794 -0.854
O 0.014 -2.193 1.139 -0.906
Br 1.811 -2.660 -1.377 -0.374
H 0.905 1.942 2.115 0.251
H 2.407 1.167 1.314 0.238
H -1.912 -0.648 -0.186 0.260
H -1.360 -1.939 -1.341 0.278
H -0.969 -0.580 -1.781 0.258
```

---

Entry 9:
The following is a DFT calculation (ωB97M-V with the def2-TZVPD basis set) of an isolated ion of composition C6H9O2 and charge -1.

Output
ΔE to the lowest compared entry with this formula, charge and spin in kJ/mol: 56.3
Max |F| in Eh/bohr: 0.0446
Kohn-Sham gap in eV: 7.4723
Charge: -1
Structure (SMILES): C=C(C)CCC(=O)[O-]
HOMO energy in Eh: -0.14369

The geometry in XYZ format:
```
17
Properties=species:S:1:pos:R:3:nbo_charge:R:1
C -0.465 1.313 -2.010 -0.485
C 0.046 0.517 -1.073 0.091
C 0.783 -0.766 -1.436 -0.669
C 0.076 0.657 0.437 -0.462
C -0.630 -0.447 1.210 -0.527
C -0.050 -0.574 2.613 0.753
O 1.151 -0.228 2.753 -0.790
O -0.748 -1.183 3.461 -0.788
H -1.063 2.166 -1.728 0.184
H -0.320 1.151 -3.052 0.181
H 0.313 -1.633 -0.920 0.225
H 1.863 -0.545 -1.315 0.223
H 0.457 -1.059 -2.441 0.192
H 1.197 0.601 0.737 0.260
H -0.259 1.678 0.599 0.198
H -1.682 -0.222 1.390 0.208
H -0.670 -1.426 0.775 0.206
```

---

Entry 10:
The following is a DFT calculation (ωB97M-V with the def2-TZVPD basis set) of a 2-piece molecular cluster, C2H9N3 overall.

Output
ΔE to the lowest compared entry with this formula, charge and spin in kJ/mol: 144.6
Max |F| in Eh/bohr: 0.0223
Kohn-Sham gap in eV: 9.6275
Structure (SMILES): C=N.NCN
HOMO energy in Eh: -0.31752

The geometry in XYZ format:
```
14
Properties=species:S:1:pos:R:3:nbo_charge:R:1
C -2.199 -1.077 -0.604 -0.048
N -1.855 -1.607 0.490 -0.589
H -1.673 -1.389 -1.491 0.167
H -2.985 -0.328 -0.667 0.144
H -2.380 -1.212 1.269 0.325
N 1.620 -0.138 0.834 -0.871
C 1.505 1.214 0.305 -0.048
N 0.865 1.223 -0.993 -0.861
H 1.467 -0.817 0.112 0.379
H 1.174 -0.274 1.720 0.367
H 2.496 1.659 0.163 0.154
H 0.960 1.812 1.046 0.158
H 1.448 1.687 -1.674 0.362
H -0.056 1.633 -1.019 0.361
```

---

Entry 11:
The following is a DFT calculation (ωB97M-V with the def2-TZVPD basis set) of C4H7N3 in the gas phase.

Output
ΔE to the lowest compared entry with this formula, charge and spin in kJ/mol: 61.4
Max |F| in Eh/bohr: 0.0074
Kohn-Sham gap in eV: 8.7430
Structure (SMILES): CNc1cc[nH]n1
HOMO energy in Eh: -0.28019

The geometry in XYZ format:
```
14
Properties=species:S:1:pos:R:3:nbo_charge:R:1
C -0.313 1.318 1.886 -0.399
N -0.650 1.098 0.505 -0.613
C -0.273 0.054 -0.306 0.316
C 0.588 -1.049 -0.044 -0.410
C 0.790 -1.612 -1.284 -0.031
N 0.039 -0.923 -2.161 -0.343
N -0.650 0.086 -1.582 -0.344
H 0.665 0.893 2.143 0.197
H -0.247 2.398 2.068 0.203
H -1.060 0.909 2.581 0.180
H -1.161 1.815 0.020 0.396
H 0.965 -1.431 0.894 0.229
H 1.486 -2.368 -1.616 0.215
H -0.178 -1.188 -3.107 0.404
```